C37H34ClN3O5PSSe2Sn | ωB97M-V with the def2-TZVPD basis set

The HOMO energy is -4.46 eV. The calculation puts the energy above the lowest of the compared OMol25 structures with the same formula, charge and spin at 7.2 kcal/mol. The value obtained for the LUMO energy is 0.0775 Ha. The value obtained for the electronic energy is -222805.0836 eV.

The geometry in ORCA input format:
```
! RIJCOSX wB97M-V def2-TZVPD def2/J DEFGRID3
* xyz -1 1
Sn 0.24655 -1.02239 0.65689
Cl 7.23838 -2.97722 -1.55763
C 5.71884 -2.65904 -0.73262
C 5.11441 -3.68268 0.02978
C 3.96210 -3.44006 0.71847
C 3.31005 -2.16279 0.68527
O 2.28768 -1.93249 1.41826
C 3.90910 -1.17191 -0.15502
C 3.36622 0.14304 -0.29002
N 2.18452 0.53094 0.04910
C 1.87622 1.90689 -0.05773
C 2.44625 2.78307 -0.94844
C 2.14940 4.16385 -0.91422
C 1.27679 4.67511 0.00229
C 0.60815 3.79555 0.88818
C -0.36578 4.22601 1.81879
C -1.03253 3.31217 2.57771
C -0.73936 1.94304 2.40167
N 0.18980 1.51411 1.58646
C 0.87615 2.41230 0.83027
C 5.13193 -1.43535 -0.81482
H 5.57630 -4.66180 0.05369
H 3.46399 -4.21622 1.28525
H 4.06663 0.88502 -0.68254
H 3.12242 2.41135 -1.70742
H 2.62373 4.81951 -1.63522
H 1.05386 5.73666 0.03757
H -0.59139 5.28518 1.89263
H -1.80558 3.60983 3.27428
H -1.30173 1.17683 2.93415
H 5.59742 -0.65148 -1.40376
O -2.37100 -1.30929 2.20620
C -2.64978 -1.54636 3.57778
C -2.12771 -2.88626 4.07435
C -0.62680 -3.11580 3.82720
C 0.24643 -2.07024 4.47876
C 0.55641 -2.13036 5.83658
C 1.36477 -1.15432 6.39168
C 1.86472 -0.15078 5.57505
C 1.50952 -0.16162 4.23564
N 0.70147 -1.08223 3.70200
H -2.50364 -2.11774 1.69171
H -3.72491 -1.48094 3.76894
H -2.17063 -0.73812 4.13367
H -2.68667 -3.68941 3.58164
H -2.34248 -2.95066 5.14589
H -0.42249 -3.11884 2.75749
H -0.35503 -4.10186 4.21058
H 0.17776 -2.94775 6.43952
H 1.61307 -1.18288 7.44661
H 2.51810 0.61954 5.96344
H 1.88740 0.59257 3.55074
Se -2.60019 2.44613 -0.40364
P -1.91203 1.43843 -2.15034
Se -0.41215 -0.14088 -2.03981
C -3.36312 0.78191 -3.06070
C -4.38310 1.67108 -3.40371
C -5.51758 1.21573 -4.05613
C -5.65695 -0.13671 -4.35185
C -4.65473 -1.02691 -3.99829
C -3.50449 -0.56911 -3.35900
C -1.21610 2.63246 -3.34874
C -1.28639 2.38886 -4.71969
C -0.66488 3.24845 -5.61632
C 0.04029 4.35029 -5.14888
C 0.11353 4.59484 -3.78227
C -0.51455 3.74046 -2.88411
H -4.28607 2.71710 -3.13631
H -6.30043 1.91492 -4.33062
H -6.55191 -0.49172 -4.85109
H -4.76283 -2.08270 -4.21774
H -2.71289 -1.25342 -3.07993
H -1.82618 1.52103 -5.08242
H -0.72524 3.05426 -6.68125
H 0.53603 5.01283 -5.84938
H 0.66158 5.45509 -3.41294
H -0.47314 3.92722 -1.81563
C -0.24872 -4.85254 -1.99008
S 0.23498 -3.93927 -0.55209
O -1.02215 -3.45851 0.04864
O 0.95398 -4.86708 0.29520
O 1.03284 -2.80177 -1.06877
H -1.07384 -5.51050 -1.71843
H 0.62073 -5.43099 -2.30579
H -0.54334 -4.14263 -2.76465
*
```

Okay, here come the Mulliken numbers, in e, for every atom: number 1, Sn, carries 1.7273; number 2, Cl, carries -0.2830; number 3, C, carries 0.1144; number 4, C, carries -0.5926; number 5, C, carries -0.5676; number 6, C, carries 0.1058; number 7, O, carries -0.2407; number 8, C, carries 0.3469; number 9, C, carries -0.3525; number 10, N, carries 0.8123; number 11, C, carries 0.1206; number 12, C, carries -0.2899; number 13, C, carries -1.1160; number 14, C, carries -0.8528; number 15, C, carries 0.9903; number 16, C, carries -0.9497; number 17, C, carries -0.8677; number 18, C, carries -0.0104; number 19, N, carries 0.8226; number 20, C, carries -0.2961; number 21, C, carries -1.0597; number 22, H, carries 0.4108; number 23, H, carries 0.3653; number 24, H, carries 0.4106; number 25, H, carries 0.5192; number 26, H, carries 0.4180; number 27, H, carries 0.3452; number 28, H, carries 0.3706; number 29, H, carries 0.4011; number 30, H, carries -0.0492; number 31, H, carries 0.3927; number 32, O, carries -0.3252; number 33, C, carries -0.5709; number 34, C, carries -0.9538; number 35, C, carries 0.2431; number 36, C, carries 0.2309; number 37, C, carries -0.7069; number 38, C, carries -0.4161; number 39, C, carries -0.8979; number 40, C, carries -0.4578; number 41, N, carries 0.5353; number 42, H, carries 0.2795; number 43, H, carries 0.2831; number 44, H, carries 0.2972; number 45, H, carries 0.4165; number 46, H, carries 0.4151; number 47, H, carries -0.5701; number 48, H, carries 0.5617; number 49, H, carries 0.4815; number 50, H, carries 0.3887; number 51, H, carries 0.4365; number 52, H, carries 0.2979; number 53, Se, carries -0.3256; number 54, P, carries 1.0234; number 55, Se, carries -0.6561; number 56, C, carries -0.0014; number 57, C, carries -0.3218; number 58, C, carries -0.6559; number 59, C, carries -0.3858; number 60, C, carries -0.5790; number 61, C, carries -0.3967; number 62, C, carries 0.1672; number 63, C, carries -0.4249; number 64, C, carries -0.6708; number 65, C, carries -0.4979; number 66, C, carries -0.5143; number 67, C, carries -0.2534; number 68, H, carries 0.3602; number 69, H, carries 0.3788; number 70, H, carries 0.3490; number 71, H, carries 0.3988; number 72, H, carries 0.3386; number 73, H, carries 0.3822; number 74, H, carries 0.3770; number 75, H, carries 0.3634; number 76, H, carries 0.4233; number 77, H, carries 0.1376; number 78, C, carries -1.1083; number 79, S, carries 1.2142; number 80, O, carries -0.7541; number 81, O, carries -0.6941; number 82, O, carries -0.7095; number 83, H, carries 0.3448; number 84, H, carries 0.3342; number 85, H, carries 0.2433